[1]
Computed, not measured: a 4-piece molecular cluster, C20H41F9NO7P2S4 overall in a non-equilibrium geometry, with ωB97M-V/def2-TZVPD.

As for the LUMO energy: -2.13 eV. Its multiplicity is 1. The calculation puts the HOMO energy at -10.6 eV. The value obtained for the HOMO-LUMO gap is 8.516 eV. As for the total charge: +1.

Last column: Mulliken charge in e.
Element x y z (Å)
S: 3.05855 10.35175 0.19934  0.4568
S: 1.50954 5.27914 -1.63338  0.6235
S: 0.52259 2.25292 0.85628  1.2294
S: 2.57264 -8.26902 2.69459  0.4948
P: -5.10075 -2.39760 1.28206  -0.0530
P: -3.41009 -4.14716 -1.86168  0.4747
F: 1.94209 -2.50041 -1.69087  -0.2574
F: 2.88468 -1.72157 0.45037  -0.2568
F: -0.48096 -3.36033 -2.09151  -0.3349
F: 1.38654 -1.33963 2.36363  -0.2242
F: 0.20352 -3.16699 2.09442  -0.2075
F: 1.42908 -4.44064 -0.88745  -0.2570
F: 2.17863 -3.26823 2.98829  -0.2846
F: 3.00586 -3.85369 0.77913  -0.2098
F: -0.86432 -3.82002 -0.01078  -0.3434
O: 0.35382 4.38970 -1.97575  -0.6185
O: 1.30742 -9.02627 2.54177  -0.6163
O: 1.93685 9.42675 -0.12911  -0.5626
O: 1.32619 1.48773 1.76323  -0.6144
O: 0.70096 3.66935 0.89132  -0.5479
O: -3.04255 -3.90026 -3.27247  -0.6608
O: -1.02110 1.94321 1.07867  -0.4826
N: -0.94686 -1.62244 -0.76348  1.0438
C: 2.17965 -6.54373 2.37099  -0.8641
C: 1.30240 -3.10495 -0.66558  0.3296
C: 1.00301 0.11749 -0.83983  -0.6362
C: -2.31391 -1.61534 -1.45813  -1.9445
C: 0.89589 6.95648 -1.63569  -0.9262
C: -4.88311 -2.82167 3.05694  -1.1441
C: 4.03555 10.54292 -1.29641  -0.9419
C: -3.35382 -2.56495 -0.92402  -0.1141
C: 0.83827 1.65204 -0.77743  -1.5037
C: -0.15764 -0.57620 -1.55654  -1.1627
C: -0.26308 -2.93415 -0.82328  0.5459
C: 2.47278 5.42069 -3.14627  -0.9822
C: -2.38741 -1.74169 1.37260  -2.5379
C: 1.43335 -2.64916 2.05989  0.5042
C: 2.38018 12.01329 0.19692  -0.9592
C: -6.07388 -3.84576 0.68270  -1.0458
C: -3.37592 -2.66381 0.63111  0.1461
C: 2.13243 -2.82960 0.66007  0.8475
C: 3.52789 -8.52433 1.19389  -0.9048
C: -1.24796 -1.06661 0.60124  -0.6022
H: 2.92271 4.45181 -3.35534  0.3078
H: -0.84900 0.17141 -1.91212  0.9165
H: -4.42589 -1.99645 3.58559  0.3191
H: 3.38470 10.81740 -2.12663  0.3017
H: 1.72529 7.65105 -1.52936  0.3181
H: 1.54077 -6.19302 3.17926  0.3554
H: -2.69816 -0.62414 -1.25450  0.5420
H: -1.32688 2.49393 1.81034  0.3638
H: 1.90200 -0.05124 -1.41521  0.6960
H: 3.09654 -5.95596 2.35036  0.3682
H: -0.37952 -1.01915 1.23888  0.4202
H: -4.74338 -4.57461 -1.77893  0.0965
H: 0.35339 7.14185 -2.56333  0.3556
H: 1.82181 5.70903 -3.97132  0.2961
H: 1.65154 -6.46242 1.41906  0.2018
H: 1.22957 -0.21610 0.16557  0.2067
H: 4.51861 9.59061 -1.50466  0.2898
H: -4.30359 -2.10938 -1.20708  1.0466
H: -6.60284 -4.27319 1.52630  0.4118
H: 4.40951 -7.88341 1.21110  0.3414
H: -3.10185 -3.68985 0.88051  0.6801
H: -1.98976 -2.30183 2.20614  0.4728
H: 3.25814 6.16205 -3.00344  0.3632
H: 3.83572 -9.56686 1.17025  0.3330
H: 4.79446 11.30809 -1.13711  0.4069
H: -5.42847 -4.63289 0.31160  0.3189
H: 2.90940 -8.30342 0.32385  0.2774
H: -5.83670 -3.08256 3.49201  0.4428
H: -4.23110 -3.68717 3.17228  0.3839
H: 0.20523 -1.05882 -2.45421  0.4559
H: 1.69736 12.09565 1.03917  0.3161
H: -1.50765 -0.03426 0.42877  0.6205
H: 0.22767 7.07208 -0.78666  0.3092
H: 1.77561 2.12648 -1.02549  0.4366
H: -6.81059 -3.54341 -0.04642  0.2954
H: -2.20325 -1.66086 -2.53284  0.6493
H: 1.84087 12.18696 -0.73394  0.3017
H: 3.18975 12.73356 0.31094  0.3856
H: -2.60233 -5.09983 -1.21497  0.0399
H: 0.10622 2.05358 -1.46555  0.6168
H: -2.95293 -0.93192 1.82730  0.8443

[2]
Computed, not measured: C20H41GeN3OReSe as an isolated structure, with ωB97M-V/def2-TZVPD.

As for the LUMO energy (alpha / beta): -7.11 / -6.88 eV. Its multiplicity is 2. The calculation puts the HOMO energy (alpha / beta) at -14.0 / -14.0 eV. As for the energy relative to the best compared isomer or geometry (same formula, charge and spin): 9.0 kJ/mol. As for the expectation value of S²: 1.04. The value obtained for the HOMO-LUMO gap (alpha / beta) is 6.939 / 7.082 eV. As for the total charge: +2.

Last column: Mulliken charge in e.
Element x y z (Å)
Re: -0.19512 -0.42031 0.33383  1.1853
Se: 1.90053 -1.55270 -0.17119  -0.2330
Ge: -1.81576 2.60996 0.35753  0.7070
O: -0.58086 -0.54844 -1.70856  -0.0083
N: -1.72583 -2.02718 0.71339  -0.1322
N: -0.07954 -0.93434 -3.86654  0.2050
N: 0.00397 -0.60816 2.51608  0.1880
C: 5.46947 -0.42066 1.70230  -0.6947
C: -2.78415 2.74239 2.04327  -1.3017
C: -0.03143 1.60631 0.47709  -1.1797
C: -1.30380 4.39239 -0.21694  -1.2290
C: 4.25220 -1.03656 1.44674  -0.3769
C: 1.38603 -0.46185 3.03900  -1.1945
C: -1.30312 -3.27726 0.03642  -1.1230
C: -0.45275 -1.98952 2.81708  -0.8102
C: 5.94413 0.56856 0.85112  -0.5184
C: -1.79643 -2.24143 2.18675  -0.7316
C: 3.50651 -0.63359 0.34594  0.5664
C: -0.84036 0.36141 3.26072  -1.0393
C: -3.04799 -1.60338 0.19576  -1.0929
C: -0.32769 -0.10708 -2.87784  0.3621
C: 5.20597 0.94111 -0.26408  -0.6110
C: 3.98223 0.34132 -0.52271  -0.4018
C: -3.00272 1.79165 -0.98177  -0.9779
C: 0.06761 -0.45463 -5.24810  -0.9837
C: -0.33637 1.36509 -3.15316  -0.6780
C: 0.14255 -2.36482 -3.65335  -0.7031
H: -0.29516 -3.55701 0.33490  0.4545
H: -1.32796 -3.12905 -1.04061  0.2130
H: 0.96753 0.14873 -5.36550  0.3349
H: 1.37094 -0.50103 4.13087  0.4756
H: -2.97938 -1.43929 -0.87751  0.2816
H: -0.80234 4.38652 -1.18481  0.4117
H: -4.00386 1.68070 -0.56269  0.4210
H: -3.49794 3.55793 1.91351  0.4133
H: 6.89896 1.03739 1.04761  0.4111
H: -0.47099 1.91098 -2.22692  -0.6080
H: 0.04017 -2.60519 -2.60361  -0.0898
H: 0.59872 1.66935 -3.62527  0.4927
H: -2.22028 4.97921 -0.30535  0.3842
H: -0.56737 -2.94624 -4.23987  0.3757
H: 5.58848 1.69226 -0.94269  0.4105
H: -3.35209 1.84506 2.28759  0.3879
H: -2.10331 -3.26525 2.41171  0.4419
H: -0.65741 4.87865 0.51327  0.3985
H: 0.29333 -2.67860 2.41875  0.2629
H: 1.99571 -1.27165 2.66419  0.2411
H: 0.45652 1.99514 1.37345  0.5705
H: -2.13838 2.99972 2.88252  0.3849
H: -2.65717 0.81924 -1.32761  -0.0248
H: -0.41157 1.35335 3.17690  0.4890
H: 1.80874 0.48456 2.71118  0.3341
H: 1.15272 -2.61864 -3.97253  0.3919
H: -0.50640 -2.14913 3.89730  0.5193
H: -3.07735 2.45444 -1.84492  0.4862
H: 0.51137 1.98919 -0.39533  0.7351
H: 0.14494 -1.31682 -5.90210  0.3905
H: -1.84991 0.38478 2.86359  0.2405
H: -0.87851 0.08130 4.31555  0.3473
H: 3.91871 -1.84145 2.08798  0.4725
H: -3.36068 -0.67841 0.68022  0.3408
H: -3.79826 -2.37474 0.38493  0.4777
H: 6.05469 -0.72869 2.55869  0.4023
H: -1.99185 -4.08568 0.29135  0.4602
H: -2.55638 -1.57919 2.59589  0.4922
H: 3.40878 0.62254 -1.39662  0.3964
H: -0.79487 0.13433 -5.55103  0.3545
H: -1.14818 1.62241 -3.83577  0.4319

[3]
Computed, not measured: C20H42Cl28I2P2S as an isolated structure in a non-equilibrium geometry, with ωB97M-V/def2-TZVPD.

As for the LUMO energy: 0.00 eV. Its multiplicity is 1. The calculation puts the HOMO energy at -8.4 eV. The value obtained for the HOMO-LUMO gap is 8.375 eV. As for the total charge: 0.

Last column: Mulliken charge in e.
Element x y z (Å)
I: 3.24788 -0.22202 -0.95908  0.1151
I: -2.26532 0.32959 3.62648  0.1665
Cl: -0.30099 8.55367 -2.93346  -0.1696
Cl: 2.98848 -3.39503 -4.73260  -0.1635
Cl: -6.35569 -1.96167 -8.59697  -0.1548
Cl: -4.40992 -8.94810 2.60617  -0.1583
Cl: -1.82777 5.47016 -4.20829  -0.1236
Cl: 1.28528 1.43081 7.79080  -0.1410
Cl: -1.31222 2.72506 8.16144  -0.1600
Cl: 6.58255 -2.20498 4.65682  -0.1591
Cl: 0.24005 -2.53291 -4.22043  -0.1594
Cl: -2.18951 7.15263 -7.73267  -0.1485
Cl: 1.59207 3.05905 -3.49662  -0.0686
Cl: -3.59732 -0.93339 7.11022  -0.1494
Cl: -2.52404 -0.29231 -2.78764  -0.0685
Cl: -6.44151 -0.71789 6.47300  -0.1713
Cl: 1.91466 -5.56339 -0.57620  -0.1398
Cl: -4.70750 -2.59990 -6.26235  -0.1516
Cl: -5.83644 -6.40128 2.33036  -0.0929
Cl: -7.77457 -3.84981 3.44552  -0.1652
Cl: -4.94016 -3.35938 2.85337  -0.1173
Cl: 5.23652 -4.46126 1.12306  -0.1102
Cl: -1.06712 3.52952 -6.25580  -0.1236
Cl: 0.64458 6.91464 -7.03764  -0.1256
Cl: 8.09045 -4.15176 0.53574  -0.1746
Cl: -3.09906 0.70371 -5.47716  -0.1311
Cl: 2.26824 7.19519 -3.29342  -0.1840
Cl: 5.27103 0.30648 5.34060  -0.1231
Cl: 3.05180 -8.07505 -1.56560  -0.1767
Cl: 3.29589 4.06134 -1.33641  -0.0557
S: 4.85039 2.14547 1.46344  -0.3313
P: 1.46662 1.66695 1.03042  0.2600
P: 3.09668 2.41554 2.29416  0.0699
C: -0.42596 1.19392 8.16731  -0.1068
C: 2.09272 -1.04463 1.84370  -0.1768
C: -6.17420 -3.49331 4.11220  0.2354
C: 1.93099 -2.03028 -4.35418  0.3661
C: 3.16041 3.77268 -3.07221  -0.4839
C: -1.02610 0.56808 1.85190  -0.2288
C: -4.64674 -7.49744 1.62220  -0.2698
C: -5.96659 -1.54659 -6.92652  -0.1471
C: 6.73171 -0.44190 4.69780  -0.2467
C: -0.07381 1.72910 2.09833  -1.2093
C: -2.91265 -0.73176 -4.45870  -0.1426
C: 6.86486 -4.30597 1.79981  0.1348
C: 0.55188 7.00270 -2.92296  0.1486
C: 3.30495 -6.33901 -1.34852  0.1380
C: 1.80277 -0.12501 0.62667  -0.8932
C: -1.91708 0.80680 0.62932  -1.2705
C: -0.71276 8.01755 -7.28391  -0.2125
C: -4.96599 0.16364 6.88020  -0.1804
C: 3.55361 -1.29406 2.19200  -0.9415
C: -2.36500 4.12321 -5.21904  -0.3899
H: 1.58621 -2.00176 1.72404  0.3819
H: 3.56761 -1.99805 3.02642  0.3982
H: 7.08448 -5.18612 2.39263  0.3232
H: -3.84005 -1.28627 -4.47205  0.1514
H: -2.69040 3.31532 -4.57432  0.2658
H: -2.10671 -1.33654 -4.85622  0.1981
H: 0.87257 -0.46608 0.18525  0.7120
H: -6.22730 -2.54847 4.63870  -0.2727
H: -2.84686 1.27324 0.93626  0.3970
H: 1.65525 -0.54326 2.70843  0.3010
H: 4.17678 -6.19111 -0.72402  0.0322
H: -0.46030 8.70440 -8.08274  0.3236
H: 0.09921 6.35394 -3.66915  -0.1681
H: 4.11364 -1.76644 1.39257  0.1667
H: -2.16028 -0.14776 0.17394  0.3677
H: -0.53162 -0.38853 1.76059  0.2069
H: -4.73360 0.84413 6.06882  0.1545
H: 3.45482 -5.88565 -2.32127  0.1508
H: 7.57671 -0.16807 5.31774  0.3877
H: 3.26705 4.71558 -3.59259  0.2673
H: -0.50856 0.74811 9.15130  0.2995
H: 0.16547 1.86829 3.14931  0.6358
H: -4.99479 -7.79793 0.64125  0.2849
H: 6.87530 -0.08770 3.68280  0.1489
H: -1.42226 1.47388 -0.07484  0.4039
H: -6.85971 -1.65518 -6.32290  0.3028
H: 0.46045 6.55997 -1.93727  0.3618
H: 2.23979 -1.60558 -3.40662  -0.3855
H: -3.18487 4.46241 -5.84195  0.3617
H: 3.94323 3.08462 -3.37030  0.3401
H: -5.60830 -0.52369 -6.89453  0.1654
H: 2.89636 3.79149 2.51451  0.1370
H: -0.89284 8.55852 -6.36166  0.1721
H: -5.12836 0.71522 7.79836  0.3257
H: -0.58882 2.63756 1.79248  0.4565
H: -3.69986 -6.97583 1.54311  0.2297
H: 2.96937 1.80307 3.56474  0.0138
H: 2.01389 -1.29539 -5.14619  0.2743
H: 4.05600 -0.40403 2.55553  -0.0751
H: 6.88094 -3.41386 2.41384  -0.1906
H: -5.89233 -4.29102 4.79025  0.3420
H: -0.85835 0.53722 7.42108  0.1139